# 1
Here is C18H19Cl2N5 in the gas phase from the Open Molecules 2025 dataset. Energies are from ωB97M-V/def2-TZVPD.

Atoms and positions in Å:
Cl1 -4.494 -2.163 -1.617
C1 -4.670 -1.008 -0.355
C2 -5.389 -1.376 0.772
C3 -5.542 -0.477 1.811
C4 -4.984 0.785 1.728
C5 -4.271 1.136 0.594
C6 -4.099 0.257 -0.473
C7 -3.269 0.661 -1.662
N1 -1.890 0.808 -1.265
C8 -1.201 -0.034 -0.442
N2 -1.639 -1.149 0.147
C9 -0.706 -1.715 0.887
N3 0.532 -1.315 1.098
C10 0.989 -0.193 0.514
N4 2.246 0.195 0.776
C11 2.827 1.326 0.093
H1 2.067 2.105 -0.004
C12 3.312 0.948 -1.310
H2 2.492 0.446 -1.825
C13 4.548 0.052 -1.310
H3 4.759 -0.239 -2.342
C14 4.404 -1.210 -0.458
C15 4.454 -0.920 1.044
H4 4.845 -1.789 1.575
H5 5.149 -0.096 1.222
C16 3.082 -0.599 1.646
H6 3.218 -0.070 2.599
H7 2.529 -1.519 1.841
H8 3.471 -1.720 -0.703
H9 5.225 -1.884 -0.711
H10 5.409 0.622 -0.951
H11 3.533 1.864 -1.860
H12 3.653 1.706 0.697
C17 0.089 0.511 -0.319
N5 0.159 1.665 -1.065
C18 -1.017 1.802 -1.594
H13 -1.296 2.616 -2.234
H14 -0.993 -2.629 1.392
H15 -3.348 -0.101 -2.445
H16 -3.613 1.621 -2.059
Cl2 -3.571 2.715 0.512
H17 -5.093 1.494 2.533
H18 -6.094 -0.763 2.692
H19 -5.815 -2.365 0.832

Orbital gap (eV): 8.6
Net charge: 0
Lowest unoccupied orbital energy (eV): 0.73
SMILES: Clc1cccc(Cl)c1Cn1cnc2c(N3CCCCCC3)ncnc21
Total energy (eV): -51471.159
HOMO level (eV): -7.82
ΔE to the lowest compared entry with this formula, charge and spin (kJ/mol): 1.1



# 2
Here is a molecular structure, C18H19Cl5IrN6O7 from the Open Molecules 2025 dataset. Energies are from ωB97M-V/def2-TZVPD.

Atoms and positions in Å:
Ir1 -0.245 0.409 -0.427
C1 -1.002 4.133 -0.704
C2 0.263 3.575 -0.164
N1 0.568 2.291 -0.008
C3 1.841 2.223 0.504
C4 2.319 3.482 0.674
N2 1.313 4.307 0.251
C5 3.599 4.080 1.169
O1 4.554 3.247 1.515
O2 3.677 5.276 1.216
C6 2.392 0.883 0.733
O3 3.518 0.709 1.165
O4 1.564 -0.076 0.430
H1 -1.796 3.398 -0.614
H2 -0.884 4.382 -1.761
H3 -1.282 5.043 -0.177
H4 1.390 5.317 0.274
H5 4.314 2.296 1.419
Cl1 -3.962 -0.346 -6.499
C7 -3.407 0.135 -4.997
C8 -2.054 -0.158 -4.621
Cl2 -1.033 -0.992 -5.691
C9 -1.609 0.247 -3.402
Cl3 0.024 -0.022 -2.914
C10 -2.448 0.893 -2.448
O5 -2.055 1.182 -1.287
C11 -3.792 1.222 -2.871
Cl4 -4.761 2.073 -1.776
C12 -4.253 0.850 -4.114
Cl5 -5.839 1.230 -4.591
N3 -1.106 -0.007 1.507
C13 -1.682 -1.361 1.640
C14 -1.231 -2.095 2.903
C15 0.275 -2.375 3.064
C16 0.770 -3.711 2.484
N4 1.127 -3.657 1.069
C17 2.212 -3.091 0.562
N5 2.316 -2.958 -0.763
N6 3.208 -2.688 1.343
C18 -1.375 -2.194 0.389
O6 -1.655 -3.371 0.390
O7 -0.795 -1.544 -0.567
H6 -0.350 0.149 2.170
H7 -1.802 0.725 1.610
H8 -2.773 -1.315 1.627
H9 -1.792 -3.027 2.956
H10 -1.550 -1.479 3.748
H11 0.482 -2.399 4.134
H12 0.876 -1.564 2.635
H13 -0.007 -4.467 2.572
H14 1.630 -4.061 3.057
H15 0.404 -3.954 0.425
H16 1.552 -3.216 -1.364
H17 3.147 -2.577 -1.178
H18 3.194 -2.838 2.336
H19 4.009 -2.211 0.963

Orbital gap (spin up / spin down) (eV): 8.3 / 6.1
Net charge: +2
Lowest unoccupied orbital energy (spin up / spin down) (eV): -6.59 / -9.02
Multiplicity: 2
Total energy (eV): -107687.643
HOMO level (spin up / spin down) (eV): -14.88 / -15.12
ΔE to the lowest compared entry with this formula, charge and spin (kJ/mol): 59.0



# 3
Here is C18H19ClN4S in the gas phase from the Open Molecules 2025 dataset. Energies are from ωB97M-V/def2-TZVPD.

Atoms and positions in Å:
C1 -1.164 1.888 0.647
H1 -0.367 1.860 -0.092
H2 -1.654 2.855 0.598
H3 -0.737 1.762 1.639
C2 -2.180 0.784 0.369
N1 -1.582 -0.520 0.478
C3 -1.492 -1.294 1.599
N2 -0.852 -2.405 1.344
N3 -0.499 -2.376 0.050
C4 -0.928 -1.263 -0.472
C5 -0.716 -0.832 -1.877
N4 0.294 0.209 -1.905
C6 0.604 0.921 -3.046
C7 1.784 1.674 -3.066
C8 2.104 2.471 -4.143
C9 1.245 2.529 -5.230
C10 0.076 1.788 -5.237
C11 -0.241 0.989 -4.155
H4 -1.152 0.413 -4.188
H5 -0.584 1.830 -6.089
Cl1 1.641 3.527 -6.589
H6 3.017 3.045 -4.145
H7 2.453 1.627 -2.219
H8 1.095 -0.007 -1.326
H9 -0.427 -1.716 -2.462
H10 -1.650 -0.428 -2.280
S1 -2.187 -0.820 3.115
C12 -1.565 -2.195 4.164
C13 -0.179 -1.912 4.639
C14 0.030 -1.106 5.752
C15 1.314 -0.825 6.180
C16 2.402 -1.342 5.497
C17 2.200 -2.139 4.383
C18 0.916 -2.424 3.952
H11 0.752 -3.033 3.076
H12 3.045 -2.542 3.845
H13 3.405 -1.122 5.831
H14 1.467 -0.201 7.049
H15 -0.819 -0.698 6.282
H16 -2.276 -2.252 4.988
H17 -1.614 -3.087 3.542
H18 -2.998 0.834 1.093
H19 -2.589 0.894 -0.639

Orbital gap (eV): 8.7
Net charge: 0
Lowest unoccupied orbital energy (eV): 0.57
SMILES: CCn1c(CNc2ccc(Cl)cc2)nnc1SCc1ccccc1
Total energy (eV): -48292.723
HOMO level (eV): -8.12
ΔE to the lowest compared entry with this formula, charge and spin (kJ/mol): 5.5



Repeat the second record exactly.
Here is a molecular structure, C18H19Cl5IrN6O7 from the Open Molecules 2025 dataset. Energies are from ωB97M-V/def2-TZVPD.

Atoms and positions in Å:
Ir1 -0.245 0.409 -0.427
C1 -1.002 4.133 -0.704
C2 0.263 3.575 -0.164
N1 0.568 2.291 -0.008
C3 1.841 2.223 0.504
C4 2.319 3.482 0.674
N2 1.313 4.307 0.251
C5 3.599 4.080 1.169
O1 4.554 3.247 1.515
O2 3.677 5.276 1.216
C6 2.392 0.883 0.733
O3 3.518 0.709 1.165
O4 1.564 -0.076 0.430
H1 -1.796 3.398 -0.614
H2 -0.884 4.382 -1.761
H3 -1.282 5.043 -0.177
H4 1.390 5.317 0.274
H5 4.314 2.296 1.419
Cl1 -3.962 -0.346 -6.499
C7 -3.407 0.135 -4.997
C8 -2.054 -0.158 -4.621
Cl2 -1.033 -0.992 -5.691
C9 -1.609 0.247 -3.402
Cl3 0.024 -0.022 -2.914
C10 -2.448 0.893 -2.448
O5 -2.055 1.182 -1.287
C11 -3.792 1.222 -2.871
Cl4 -4.761 2.073 -1.776
C12 -4.253 0.850 -4.114
Cl5 -5.839 1.230 -4.591
N3 -1.106 -0.007 1.507
C13 -1.682 -1.361 1.640
C14 -1.231 -2.095 2.903
C15 0.275 -2.375 3.064
C16 0.770 -3.711 2.484
N4 1.127 -3.657 1.069
C17 2.212 -3.091 0.562
N5 2.316 -2.958 -0.763
N6 3.208 -2.688 1.343
C18 -1.375 -2.194 0.389
O6 -1.655 -3.371 0.390
O7 -0.795 -1.544 -0.567
H6 -0.350 0.149 2.170
H7 -1.802 0.725 1.610
H8 -2.773 -1.315 1.627
H9 -1.792 -3.027 2.956
H10 -1.550 -1.479 3.748
H11 0.482 -2.399 4.134
H12 0.876 -1.564 2.635
H13 -0.007 -4.467 2.572
H14 1.630 -4.061 3.057
H15 0.404 -3.954 0.425
H16 1.552 -3.216 -1.364
H17 3.147 -2.577 -1.178
H18 3.194 -2.838 2.336
H19 4.009 -2.211 0.963

Orbital gap (spin up / spin down) (eV): 8.3 / 6.1
Net charge: +2
Lowest unoccupied orbital energy (spin up / spin down) (eV): -6.59 / -9.02
Multiplicity: 2
Total energy (eV): -107687.643
HOMO level (spin up / spin down) (eV): -14.88 / -15.12
ΔE to the lowest compared entry with this formula, charge and spin (kJ/mol): 59.0



Q: What is the formula in the second record?
A: C18H19Cl5IrN6O7



Q: Which value of net charge does entry 3 give?
A: 0



Q: The lowest ΔE to the lowest compared entry with this formula, charge and spin belongs to which entry?
A: C18H19Cl2N5